C46H35NO16 | ωB97M-V with the def2-TZVPD basis set

Cartesian coordinates (Å):
O: 1.845 2.468 -4.240
C: 1.790 1.145 -3.934
C: 3.172 0.292 -4.333
C: 4.246 0.187 -3.092
O: 4.567 1.467 -2.442
C: 5.558 2.248 -3.200
O: 5.999 1.992 -4.434
O: 6.096 3.486 -2.556
N: 0.607 0.451 -3.296
C: -0.604 1.348 -3.165
C: -0.701 2.735 -2.286
C: -2.090 3.641 -2.211
C: -3.440 3.120 -3.000
C: -3.409 1.708 -3.866
C: -1.988 0.849 -3.960
H: 2.823 -0.743 -4.757
H: 3.722 0.911 -5.193
H: 3.815 -0.527 -2.250
H: 5.222 -0.343 -3.526
H: 6.965 3.732 -3.010
H: 0.848 -0.030 -2.400
H: 0.300 3.064 -1.725
H: -2.102 4.630 -1.582
H: -4.437 3.753 -2.933
H: -4.385 1.317 -4.407
H: -1.980 -0.160 -4.581
O: 7.922 0.348 2.505
C: 7.251 -0.246 1.671
C: 7.592 -0.195 0.236
C: 6.858 -0.842 -0.675
C: 5.676 -1.635 -0.284
O: 5.005 -2.228 -1.118
C: 5.335 -1.686 1.151
C: 6.069 -1.039 2.062
H: 8.463 0.391 -0.034
H: 7.094 -0.814 -1.731
H: 4.464 -2.271 1.421
H: 5.833 -1.066 3.118
O: -6.059 1.596 -1.857
C: -5.680 0.814 -0.996
C: -6.294 -0.521 -0.850
C: -5.881 -1.375 0.092
C: -4.793 -1.021 1.025
O: -4.414 -1.803 1.886
C: -4.179 0.314 0.879
C: -4.592 1.168 -0.063
H: -7.090 -0.766 -1.542
H: -6.321 -2.357 0.214
H: -3.383 0.559 1.571
H: -4.153 2.150 -0.185
O: -11.526 3.559 1.346
C: -11.095 2.414 1.330
C: -9.694 2.128 0.962
C: -9.225 0.876 0.942
C: -10.085 -0.272 1.288
O: -9.654 -1.417 1.272
C: -11.486 0.014 1.656
C: -11.956 1.266 1.676
H: -9.076 2.981 0.711
H: -8.200 0.649 0.674
H: -12.105 -0.839 1.907
H: -12.980 1.493 1.944
O: 4.598 -2.297 4.135
C: 4.976 -3.079 4.995
C: 4.363 -4.414 5.142
C: 4.776 -5.268 6.084
C: 5.864 -4.914 7.017
O: 6.242 -5.696 7.878
C: 6.477 -3.579 6.871
C: 6.064 -2.725 5.929
H: 3.566 -4.659 4.449
H: 4.336 -6.250 6.205
H: 7.273 -3.334 7.563
H: 6.504 -1.743 5.807
O: -1.766 6.632 -1.222
C: -1.496 7.380 -2.153
C: -2.236 8.640 -2.364
C: -1.942 9.454 -3.382
C: -0.864 9.130 -4.338
O: -0.594 9.878 -5.268
C: -0.124 7.870 -4.127
C: -0.419 7.056 -3.109
H: -3.023 8.864 -1.654
H: -2.475 10.382 -3.551
H: 0.663 7.646 -4.837
H: 0.115 6.128 -2.939
O: 0.138 -9.210 2.363
C: 1.188 -8.583 2.389
C: 2.170 -8.777 3.474
C: 3.317 -8.091 3.503
C: 3.652 -7.111 2.451
O: 4.702 -6.485 2.477
C: 2.670 -6.917 1.365
C: 1.523 -7.604 1.337
H: 1.910 -9.500 4.239
H: 4.048 -8.221 4.292
H: 2.929 -6.195 0.601
H: 0.792 -7.474 0.548

Calculated values
* Kohn-Sham gap: 6.587 eV
* electronic energy: -82501.186 eV
* largest force on an atom: 0.1638 Eh/bohr
* molar mass: 857.78 g mol⁻¹
* LUMO level: -2.0 eV
* relative energy (zero: lowest compared OMol25 entry of this formula, charge and spin): 1169.2 kJ/mol